No. 1
C34H55BrCsN10O7P2Si | wB97M-V/def2-TZVPD

As for the energy above the lowest of the compared OMol25 structures with the same formula, charge and spin: 7.9 kcal/mol. The value obtained for the frontier orbital gap is 4.04 eV. For the LUMO energy, the calculation gives 1.5 eV.

```
! RIJCOSX wB97M-V def2-TZVPD def2/J DEFGRID3
* xyz -1 1
Cs 0.48326 -0.48789 -0.26113
C 2.51863 -4.95963 1.68604
C 2.62620 -3.44512 1.82898
O 3.77031 -3.04649 2.59441
P 2.72890 -2.59597 0.19613
O 4.06445 -3.13600 -0.52479
O 2.93510 -1.12930 0.53995
O 1.51212 -2.94027 -0.56990
P 1.08923 -2.79813 2.62259
O 1.52127 -2.87265 4.18581
O -0.15232 -3.53927 2.38938
O 1.06101 -1.25203 2.27388
H 3.44470 -5.34053 1.25301
H 1.68050 -5.21913 1.04051
H 2.36088 -5.42924 2.65958
H 3.56306 -3.19796 3.52524
H 4.82918 -2.64067 -0.20630
H 1.80396 -1.06349 1.60421
H 0.73891 -3.10053 4.70319
Br 8.26683 1.83653 1.07836
C 6.80340 1.37704 -0.03596
C 7.04841 0.77587 -1.26124
C 5.97656 0.43426 -2.07217
C 4.67218 0.69062 -1.66309
C 4.45296 1.30828 -0.44013
C 5.51539 1.65042 0.38419
N 3.50191 0.36952 -2.41172
C 3.53780 -0.45111 -3.36031
C 2.31190 -0.86520 -4.10313
C 2.42811 -1.80629 -5.10934
C 1.27344 -2.26978 -5.72816
C 0.05521 -1.77878 -5.30711
C 0.03857 -0.82379 -4.29401
N 1.14267 -0.36845 -3.71265
H 8.06315 0.58173 -1.58004
H 6.17769 -0.01684 -3.03588
H 3.43417 1.49702 -0.11837
H 5.33363 2.11042 1.34511
H 4.45312 -0.97358 -3.65994
H 3.40430 -2.18448 -5.38673
H 1.33043 -3.01461 -6.51145
H -0.87452 -2.12921 -5.73399
H -0.90100 -0.42111 -3.92781
N 3.77777 0.58639 2.76658
C 2.91736 1.54458 3.14691
N 3.07738 2.04093 4.38163
C 2.25072 3.03594 4.67357
N 2.31926 3.55354 5.93271
N 1.33332 3.56788 3.85879
C 1.26738 2.98824 2.66287
N 2.00926 1.97625 2.24573
C 0.21991 3.53841 1.73194
C -0.76482 4.37512 2.23577
C -1.73111 4.85937 1.36944
C -1.67236 4.49946 0.03780
C -0.64976 3.65658 -0.37714
N 0.28053 3.17854 0.45063
H 4.33827 0.16434 3.48489
H 3.64589 0.07967 1.89819
H 3.14359 3.33334 6.46265
H 1.88472 4.44785 6.07324
H -0.76394 4.61921 3.28737
H -2.52325 5.50081 1.73551
H -2.41067 4.84198 -0.67477
H -0.57916 3.35231 -1.41682
C -3.55413 0.58535 -2.85327
C -4.25103 0.59403 -1.48267
C -4.25584 2.06332 -1.05139
C -5.71271 0.17241 -1.69681
Si -3.11708 -0.47465 -0.21536
C -3.76045 0.04194 1.60659
C -3.28608 -0.99985 2.62782
C -3.04409 1.34536 1.99539
C -5.26638 0.24294 1.82701
C -3.66529 -2.37721 -0.48620
C -2.61589 -3.26870 0.20199
C -5.04959 -2.81949 0.00972
C -3.58350 -2.72683 -1.97629
H -4.13673 1.17608 -3.57917
H -3.43175 -0.41784 -3.26340
H -2.55860 1.03561 -2.77405
H -4.71731 2.68267 -1.83826
H -3.23548 2.42592 -0.89471
H -4.81681 2.23662 -0.13211
H -6.22903 0.87527 -2.37316
H -6.27299 0.15004 -0.76079
H -5.79105 -0.81767 -2.14896
H -2.21685 -1.21350 2.52318
H -3.82039 -1.94613 2.54360
H -3.45389 -0.61968 3.64841
H -1.95727 1.20892 1.98026
H -3.33115 1.64329 3.01737
H -3.27330 2.17933 1.33040
H -5.83608 -0.65618 1.58497
H -5.66853 1.05871 1.22406
H -5.47577 0.49109 2.88144
H -2.55853 -3.11942 1.27725
H -1.59939 -3.11180 -0.18151
H -2.86378 -4.32904 0.03062
H -5.14145 -2.72357 1.09244
H -5.23011 -3.88043 -0.23189
H -5.85586 -2.23930 -0.44226
H -2.61187 -2.43886 -2.39518
H -4.36453 -2.24983 -2.57033
H -3.69072 -3.81509 -2.10771
N 2.17661 3.23063 -2.43022
N 1.01015 2.89979 -3.20168
H 2.78412 2.41832 -2.38814
H 1.87344 3.40083 -1.47875
H 0.83801 1.90149 -3.14353
H 1.22300 3.11018 -4.16742
*
```

Atomic partial charges in e from the Mulliken method, atoms 1 to 4:
1 Cs 2.382
2 C -1.883
3 C 1.179
4 O -0.615

No. 2
C34H55FN2O7 | wB97M-V/def2-TZVPD

The value obtained for the frontier orbital gap is 7.46 eV. For the LUMO energy, the calculation gives -1.1 eV.

```
! RIJCOSX wB97M-V def2-TZVPD def2/J DEFGRID3
* xyz 0 1
C -6.97144 3.25819 -5.33141
C -5.36110 3.33156 -5.24103
O -4.59620 2.44663 -5.68529
O -4.82402 4.48931 -4.58453
C -4.75140 4.25514 -3.13350
C -3.30168 4.79573 -2.62417
C -2.22111 3.59316 -2.45553
C -1.21720 3.89520 -1.21117
C -1.74789 3.16956 0.11781
C -0.57546 2.85878 1.20035
C -1.31494 2.35615 2.57232
C -0.55511 1.09254 3.19695
C -1.41356 -0.23458 3.36563
C -0.68117 -1.46742 3.48729
C 0.90615 -1.59180 3.46216
C 1.52519 -2.18150 2.10122
C 2.44914 -0.99802 1.45012
O 2.47990 -3.22184 2.50070
C 2.87526 -4.02474 1.37172
C 1.84926 -5.20766 1.00826
C 1.05237 -5.82763 2.17685
C -0.01612 -6.94684 2.01501
C -0.27297 -7.44940 0.56337
C 0.56242 -6.85851 -0.61809
C 1.63513 -5.73727 -0.44378
C -1.54114 -2.81881 3.71523
O -1.29225 -3.91141 3.16673
C -2.81322 -2.61461 4.69787
F -3.15024 -3.62006 5.66359
C -3.54321 -1.39190 4.58716
C -2.98995 -0.36093 3.46657
O -3.84660 0.20546 2.75267
H -7.36359 3.18506 -4.26360
H -7.33752 4.23615 -5.81332
H -7.29113 2.37844 -5.99618
H -5.55121 4.86296 -2.58277
H -4.92289 3.15893 -2.86362
H -3.37933 5.31575 -1.60854
H -2.95739 5.53857 -3.42051
H -1.62512 3.56467 -3.44045
H -2.73686 2.58044 -2.34827
H -0.17065 3.57773 -1.53620
H -1.23813 5.02279 -1.01816
H -2.49266 3.85331 0.65406
H -2.21068 2.16030 -0.14457
H 0.17263 2.09404 0.80265
H 0.01903 3.82071 1.43575
H -2.40428 2.19363 2.28845
H -1.20146 3.23002 3.31176
H 0.39510 0.91882 2.59169
H -0.19970 1.39375 4.25753
H 1.45364 -0.61881 3.75748
H 1.18334 -2.34270 4.29983
H 0.72783 -2.55860 1.37825
H 2.43888 -1.09494 0.31349
H 2.18876 0.03841 1.84354
H 3.54145 -1.19968 1.77361
H 3.86874 -4.53678 1.66825
H 3.07291 -3.44543 0.40793
H 1.23110 -5.41851 3.23803
H -0.57232 -7.30952 2.93621
H -1.07725 -8.24294 0.42646
H 0.35836 -7.24663 -1.67104
H 2.23886 -5.31599 -1.32133
H -4.43180 -1.15452 5.26696
C 7.29080 -7.65986 -0.50780
O 5.92701 -7.40654 -0.79933
C 5.03645 -8.45548 -0.42714
C 4.70810 -8.51902 1.08093
C 5.84129 -9.07633 1.93903
N 4.31364 -7.20553 1.60043
H 7.55318 -8.71234 -0.64990
H 7.52156 -7.34119 0.51024
H 7.90077 -7.05522 -1.18195
H 4.10515 -8.25139 -0.96396
H 5.40319 -9.42011 -0.80044
H 3.85756 -9.20069 1.19445
H 6.62630 -8.34313 2.13206
H 5.45604 -9.38371 2.91593
H 6.29827 -9.95415 1.47212
H 3.48723 -6.89014 1.09559
H 5.03764 -6.54038 1.32231
C -2.97711 9.23647 -2.63268
O -2.22354 8.03622 -2.67400
C -0.95578 8.15451 -3.31319
C 0.14081 8.82050 -2.45300
C -0.01359 10.33284 -2.31421
N 0.21371 8.22060 -1.11549
H -2.84477 9.83675 -3.53751
H -2.71133 9.81499 -1.74625
H -4.03257 8.97231 -2.54151
H -0.63876 7.12845 -3.52416
H -1.06179 8.65100 -4.28589
H 1.09618 8.64284 -2.95961
H -0.77169 10.61569 -1.58198
H 0.92715 10.77663 -1.97486
H -0.27136 10.79506 -3.27174
H 0.42814 7.23043 -1.21288
H -0.73139 8.22797 -0.72801
*
```

Atomic partial charges in e from the Mulliken method, atoms 1 to 4:
1 C -0.767
2 C 0.575
3 O -0.531
4 O -0.310

No. 3
C34H55IrN4O5P2Si2 | wB97M-V/def2-TZVPD

As for the energy above the lowest of the compared OMol25 structures with the same formula, charge and spin: 0.0 kcal/mol. The value obtained for the frontier orbital gap (alpha / beta) is 6.36 / 6.54 eV. For the LUMO energy (alpha / beta), the calculation gives -3.7 / -4.3 eV.

```
! RIJCOSX wB97M-V def2-TZVPD def2/J DEFGRID3
* xyz 1 2
Ir 0.32266 0.18883 -0.35335
O 5.11802 3.89716 0.91002
C 4.09691 3.04015 1.00250
O 2.96263 3.36804 1.23958
C 4.57560 1.60788 0.81546
O 3.57705 0.75725 0.32890
C 3.39079 0.84502 -1.07318
C 2.42247 1.94487 -1.46269
O 2.79572 2.89847 -2.10770
O 1.16378 1.86053 -1.07341
H 4.77516 4.78820 1.07668
H 4.87570 1.22861 1.79408
H 5.46200 1.61514 0.17563
H 3.01878 -0.11823 -1.42976
H 4.34083 1.06249 -1.56410
C 1.41059 1.51412 3.04831
P 0.62169 0.18148 2.07268
C -1.12954 0.42190 2.55901
N -1.63055 -0.13847 3.62890
C -2.91375 0.16114 3.94635
C -3.51066 -0.43264 5.08257
C -4.79801 -0.12070 5.40605
C -5.54494 0.79075 4.61943
C -4.99480 1.37386 3.51672
C -3.66177 1.06515 3.15593
N -3.12204 1.62941 2.05034
C -1.88882 1.31192 1.75121
P -1.07889 1.93693 0.22549
C -0.20255 3.47373 0.61976
C -2.45598 2.53686 -0.87898
C -1.84701 3.03140 -2.19049
C -3.45782 1.40994 -1.14670
C -3.17202 3.73751 -0.23469
C 1.21970 -1.33844 2.96684
C 0.29978 -2.51545 2.61885
C 1.26630 -1.17934 4.49294
C 2.63644 -1.56576 2.45766
H 1.00195 1.47363 4.05757
H 1.25137 2.50548 2.63976
H 2.48597 1.34229 3.08725
H -2.92023 -1.12321 5.67091
H -5.26180 -0.57026 6.27450
H -6.56341 1.02188 4.90353
H -5.54455 2.07210 2.89892
H -0.83782 4.18665 1.13938
H 0.12253 3.88759 -0.33336
H 0.70930 3.28060 1.17692
H -1.24548 2.27353 -2.66741
H -1.22343 3.91489 -2.05246
H -2.66009 3.30282 -2.86771
H -2.96054 0.50515 -1.49061
H -4.14726 1.73539 -1.92978
H -4.04388 1.17484 -0.25930
H -2.54892 4.63129 -0.24278
H -3.52109 3.53940 0.77384
H -4.04590 3.95315 -0.85569
H -0.66910 -2.39931 3.10242
H 0.75160 -3.44153 2.98213
H 0.14156 -2.61427 1.54330
H 0.30399 -0.89434 4.90844
H 2.02585 -0.46567 4.81171
H 1.54183 -2.15043 4.91310
H 2.68849 -1.52011 1.37646
H 2.98524 -2.54695 2.79233
H 3.32901 -0.81868 2.85299
C 3.86207 -2.52051 -0.44826
Si 2.09769 -3.08823 -0.75655
C 1.84377 -4.56526 0.38794
C 2.12029 -3.61178 -2.56507
N 0.74615 -1.85885 -0.70280
C -0.39084 -2.29717 -1.31331
C -0.82612 -3.63908 -1.37983
C -1.96800 -3.98589 -2.05463
C -2.74109 -3.01408 -2.72428
C -2.31738 -1.71510 -2.75705
C -1.12403 -1.32665 -2.10078
N -0.53962 -0.11612 -2.21830
Si -0.29912 0.36835 -3.96925
C 0.59051 -1.09714 -4.72366
C 0.75117 1.88478 -4.27981
C -1.93370 0.60141 -4.87156
H 4.43972 -3.18529 -1.10153
H 4.19811 -2.70200 0.57032
H 4.11135 -1.49829 -0.71694
H 1.85980 -5.48404 -0.20547
H 0.92144 -4.56348 0.96636
H 2.67293 -4.62418 1.09736
H 2.51598 -4.62831 -2.64967
H 2.79780 -2.96031 -3.12440
H 1.15253 -3.59141 -3.06338
H -0.27175 -4.41417 -0.87192
H -2.28648 -5.02042 -2.06367
H -3.66996 -3.29737 -3.20104
H -2.90501 -0.96162 -3.26364
H 1.59124 -1.21571 -4.30194
H 0.70434 -0.93366 -5.79980
H 0.04654 -2.03500 -4.58638
H 1.76508 1.58383 -4.55717
H 0.85472 2.60832 -3.47667
H 0.30824 2.39134 -5.14131
H -2.34798 -0.34510 -5.22510
H -1.71190 1.20703 -5.75503
H -2.70716 1.12551 -4.30501
*
```

Atomic partial charges in e from the Mulliken method, atoms 1 to 4:
1 Ir 3.632
2 O -0.493
3 C 0.467
4 O -0.479

No. 4
C34H56F2FeN2O8P3SSb | wB97M-V/def2-TZVPD

As for the energy above the lowest of the compared OMol25 structures with the same formula, charge and spin: 25.8 kcal/mol. The value obtained for the frontier orbital gap (alpha / beta) is 8.52 / 6.89 eV. For the LUMO energy (alpha / beta), the calculation gives -6.8 / -8.4 eV.

```
! RIJCOSX wB97M-V def2-TZVPD def2/J DEFGRID3
* xyz 3 6
Fe 0.11700 -0.44669 0.03813
C 6.36378 1.99418 0.78673
C 5.19443 2.72739 0.16001
C 4.96389 4.09747 0.75882
O 3.96615 1.94441 0.39574
P 3.28396 1.03504 -0.67246
O 2.26240 0.21225 0.06818
C 2.52221 1.99786 -2.00198
P 0.86352 2.47255 -1.43543
O -0.09543 1.33475 -1.31597
O 1.27300 3.17675 -0.09070
C 0.25661 3.77000 0.79851
C 0.78329 5.11762 1.24171
C 0.02485 2.82946 1.96164
O 0.24219 3.52954 -2.39920
C 0.92786 4.79663 -2.71688
C 1.47659 4.69999 -4.12723
C -0.07311 5.91953 -2.55507
O 4.46162 0.18903 -1.24918
C 4.67511 -0.35381 -2.59710
C 3.59731 -1.36869 -2.92522
C 6.06726 -0.94848 -2.59115
H 7.29457 2.49991 0.53392
H 6.41810 0.97100 0.41525
H 6.26758 1.98630 1.87385
H 5.34724 2.80271 -0.92075
H 4.78442 4.01055 1.83081
H 4.10318 4.58371 0.29871
H 5.84448 4.71904 0.60450
H 2.46404 1.40823 -2.91786
H 3.10939 2.90018 -2.18677
H -0.66267 3.88689 0.21523
H 1.71578 4.98674 1.79195
H 0.05832 5.60341 1.89311
H 0.97275 5.76741 0.38716
H 0.93818 2.73009 2.54795
H -0.26779 1.83852 1.60970
H -0.76255 3.21754 2.60544
H 1.74095 4.92720 -1.99443
H 0.65941 4.50324 -4.82151
H 2.21233 3.89980 -4.22209
H 1.94898 5.64120 -4.40435
H -0.85058 5.84179 -3.31268
H 0.43875 6.87457 -2.66655
H -0.54306 5.87819 -1.57212
H 4.64462 0.48455 -3.29842
H 3.70642 -2.24408 -2.28330
H 3.68931 -1.68648 -3.96261
H 2.59630 -0.95562 -2.77645
H 6.12524 -1.77383 -1.88156
H 6.80519 -0.19512 -2.31832
H 6.31104 -1.32149 -3.58484
N -1.45403 -2.26569 4.09137
C 0.00665 -2.46068 4.38580
P 0.89867 -1.21236 3.32377
O 1.15106 0.06221 4.03516
O -0.01909 -1.21706 2.10280
C 2.60327 -1.88474 2.96515
N 3.46264 -0.66447 2.93460
H -2.01289 -3.10406 4.24993
H -1.50103 -1.97010 3.09442
H -1.85182 -1.50453 4.64483
H 0.29443 -3.46842 4.09038
H 0.21306 -2.30886 5.44165
H 2.62723 -2.41212 2.01524
H 2.94870 -2.54835 3.75587
H 3.39022 -0.22935 1.99638
H 4.43690 -0.83290 3.17522
H 3.01080 0.00661 3.59794
S -2.32287 -0.28363 0.23293
Sb -3.11344 0.44020 -1.84547
C -3.32467 2.54030 -2.05158
C -3.35570 3.05861 -3.33914
C -3.70849 4.39029 -3.51603
C -4.02330 5.17622 -2.41618
C -3.97032 4.64576 -1.13329
C -3.62122 3.31622 -0.94040
C -2.13859 -0.43237 -3.52077
C -2.58269 -1.67044 -3.96598
C -1.95104 -2.25739 -5.05444
C -0.89779 -1.60661 -5.68310
C -0.47326 -0.36244 -5.23488
C -1.09321 0.23485 -4.14692
C -5.10715 -0.30543 -1.88504
C -5.37404 -1.54765 -1.32093
C -6.65027 -2.07909 -1.43561
C -7.64142 -1.37061 -2.10095
C -7.36571 -0.12798 -2.65480
C -6.09212 0.41318 -2.54875
H -3.13367 2.43473 -4.19761
H -3.75851 4.80051 -4.51636
H -4.32453 6.20533 -2.56232
H -4.23423 5.26023 -0.28205
H -3.60408 2.88939 0.05611
H -3.41615 -2.16870 -3.48435
H -2.28977 -3.21886 -5.41684
H -0.41092 -2.06722 -6.53231
H 0.33759 0.14778 -5.73955
H -0.77241 1.20399 -3.78408
H -4.59871 -2.08904 -0.79122
H -6.86640 -3.04884 -1.00746
H -8.63677 -1.78602 -2.18220
H -8.14008 0.42094 -3.17317
H -5.88190 1.38637 -2.97746
F 1.26603 -2.56175 -0.17889
C 0.09680 -2.48750 -0.91016
F 0.39317 -1.63584 -1.94964
H -0.17456 -3.47018 -1.29529
*
```

Atomic partial charges in e from the Mulliken method, atoms 1 to 4:
1 Fe 2.997
2 C -1.487
3 C 0.653
4 C -1.227

E_tot across the listed records, respectively: -5969.50902 -2064.14472 -3289.75828 -5165.94960 hartree.